Record 1
Formula: C25H48P4SeTi
Source: the Open Molecules 2025 dataset
Level of theory: ωB97M-V/def2-TZVPD

Each line ends with the Mulliken charge.
Atoms and positions in Å:
Ti: 0.178 0.527 0.253  -1.300
P: -1.101 1.072 2.375  0.980
P: -1.922 -0.812 -0.187  0.897
P: -1.037 2.251 -1.038  1.086
H: 3.722 2.253 1.896  0.342
C: 2.842 2.619 1.365  -0.283
C: 1.899 1.740 0.807  -0.033
H: 2.318 1.206 -0.108  0.161
C: -0.726 -0.051 3.786  -1.161
C: -2.955 0.970 2.602  -1.490
C: -0.773 2.793 2.988  -1.053
C: -1.863 -1.816 -1.693  -0.998
C: -2.385 -2.087 1.031  -1.074
C: -3.573 -0.086 -0.458  -1.607
C: 0.158 3.626 -1.174  -0.961
C: -2.531 3.084 -0.365  -1.300
C: -1.595 1.936 -2.750  -0.996
H: 2.856 3.678 1.026  0.330
H: 0.787 1.987 1.100  -0.134
H: 0.350 -0.065 3.978  0.403
H: -1.081 -1.070 3.569  0.180
H: -1.252 0.288 4.691  0.668
H: -3.315 -0.053 2.421  0.491
H: -3.471 1.669 1.936  0.401
H: -3.225 1.219 3.638  0.644
H: 0.307 2.965 3.102  0.444
H: -1.273 2.916 3.962  0.544
H: -1.178 3.538 2.289  0.310
H: -2.861 -2.284 -1.757  0.518
H: -1.089 -2.589 -1.622  0.289
H: -1.679 -1.171 -2.560  0.239
H: -3.430 -2.341 0.821  0.653
H: -2.283 -1.743 2.067  0.212
H: -1.763 -2.974 0.886  0.235
H: -4.200 -0.954 -0.680  0.695
H: -3.595 0.589 -1.318  0.524
H: -3.953 0.413 0.438  0.366
H: -0.343 4.407 -1.770  0.592
H: 1.080 3.294 -1.679  0.309
H: 0.437 4.021 -0.180  0.311
H: -2.753 3.929 -1.034  0.582
H: -2.353 3.476 0.645  0.223
H: -3.400 2.414 -0.344  0.399
H: -1.794 2.906 -3.229  0.540
H: -2.515 1.340 -2.791  0.426
H: -0.799 1.408 -3.285  0.237
C: 2.314 0.338 -4.108  -0.064
C: 2.914 0.754 -2.911  0.549
C: 3.720 1.897 -2.847  -0.561
C: 4.107 2.549 -4.022  -0.644
C: 3.489 2.180 -5.214  -0.552
C: 2.517 1.173 -5.247  -0.329
Se: 1.475 -1.378 -4.184  0.028
H: 0.096 -0.914 -4.539  0.121
H: 2.738 0.131 -2.021  -0.176
H: 4.043 2.257 -1.864  0.393
H: 4.860 3.330 -4.039  0.450
H: 3.740 2.697 -6.134  0.434
H: 1.943 0.980 -6.160  0.474
C: 2.223 -1.307 2.660  -1.624
P: 1.242 -1.572 1.157  1.642
C: 2.477 -1.855 -0.147  -1.533
C: 0.547 -3.277 1.446  0.769
C: 0.030 -3.654 2.701  -0.324
C: -0.646 -4.873 2.879  -0.933
C: -0.745 -5.777 1.816  -0.622
C: -0.219 -5.421 0.566  -0.678
C: 0.408 -4.185 0.375  -0.475
H: 2.473 -0.258 2.812  0.349
H: 3.150 -1.885 2.571  0.498
H: 1.677 -1.663 3.534  0.500
H: 2.982 -2.808 0.062  0.556
H: 1.984 -1.906 -1.129  0.189
H: 3.222 -1.047 -0.166  0.588
H: 0.142 -3.007 3.577  0.297
H: -1.069 -5.115 3.853  0.487
H: -1.209 -6.757 1.955  0.449
H: -0.304 -6.111 -0.275  0.453
H: 0.810 -3.952 -0.608  0.446

Summary:
E_HOMO (alpha / beta) ... -18.393 / -18.366 eV
ΔE to the lowest compared entry with this formula, charge and spin ... 0.00 kcal per mole
Net charge ... +4
Lowest unoccupied orbital energy (alpha / beta) ... -15.247 / -15.474 eV
Orbital gap (alpha / beta) ... 0.1156 / 0.1063 Ha

=====

Record 2
Formula: C25H49AlF6INO15P3
Source: the Open Molecules 2025 dataset
Level of theory: ωB97M-V/def2-TZVPD

Each line ends with the Mulliken charge.
Atoms and positions in Å:
C: 7.443 0.080 -2.648  0.553
C: 6.838 0.955 -3.210  -1.048
Al: 5.641 2.373 -3.909  -0.288
N: 5.066 3.388 -2.472  -0.274
I: 7.036 3.930 -5.428  -0.403
C: 4.041 1.543 -4.927  0.282
O: 3.605 2.134 -5.887  -0.603
C: 3.328 0.179 -4.571  0.860
F: 4.287 -0.695 -4.188  -0.283
F: 2.647 -0.319 -5.626  -0.309
C: 2.361 0.283 -3.366  0.453
F: 2.907 0.971 -2.347  -0.256
F: 2.164 -0.988 -2.925  -0.311
C: 0.943 0.825 -3.733  1.016
F: 0.193 -0.223 -4.140  -0.283
F: 0.985 1.727 -4.721  -0.246
C: 0.302 1.377 -2.449  -0.007
O: 0.019 0.619 -1.578  -0.499
O: 0.092 2.700 -2.387  -0.393
H: 7.742 -0.825 -2.177  0.403
H: 4.355 4.067 -2.714  0.087
H: 4.764 2.811 -1.698  0.178
H: 0.609 3.090 -1.669  0.372
O: -3.133 -4.787 -0.262  -0.802
P: -1.770 -4.568 -0.787  1.096
O: -1.585 -5.492 -2.102  -0.334
C: -2.366 -5.201 -3.262  -0.346
C: -1.923 -3.925 -3.956  -0.935
O: -0.817 -5.376 0.256  -0.451
C: -1.348 -5.937 1.452  0.060
C: -1.802 -7.368 1.238  -1.261
O: -0.609 -3.496 -1.109  -0.203
C: -0.814 -2.115 -0.706  0.202
C: -1.030 -1.985 0.789  -1.262
H: -3.425 -5.148 -2.991  0.270
H: -2.241 -6.050 -3.934  0.329
H: -2.165 -3.044 -3.355  0.169
H: -2.424 -3.817 -4.918  0.462
H: -0.846 -3.922 -4.115  0.262
H: -2.157 -5.318 1.840  -0.001
H: -0.551 -5.919 2.198  0.396
H: -2.402 -7.465 0.333  0.293
H: -2.386 -7.719 2.090  0.356
H: -0.938 -8.025 1.120  0.348
H: -1.666 -1.703 -1.253  0.246
H: 0.067 -1.563 -1.007  0.041
H: -1.954 -2.483 1.105  0.346
H: -1.102 -0.934 1.068  0.437
H: -0.208 -2.446 1.336  0.308
O: 1.861 7.360 -1.344  -0.789
P: 2.281 7.589 -2.742  0.892
O: 2.441 6.156 -3.459  -0.090
C: 1.286 5.341 -3.659  0.015
C: 0.365 5.887 -4.734  -1.225
O: 3.839 8.016 -2.624  -0.285
C: 4.460 8.247 -1.360  -0.326
C: 5.091 6.980 -0.814  -0.964
O: 2.089 8.487 -4.087  -0.302
C: 1.213 9.630 -4.032  -0.260
C: 1.646 10.637 -2.983  -1.127
H: 0.749 5.226 -2.713  0.154
H: 1.650 4.359 -3.955  0.111
H: -0.124 6.809 -4.404  0.277
H: -0.416 5.164 -4.972  0.437
H: 0.924 6.119 -5.639  0.291
H: 3.747 8.672 -0.653  0.311
H: 5.232 9.001 -1.524  0.354
H: 4.412 6.132 -0.880  0.192
H: 5.384 7.117 0.229  0.372
H: 5.979 6.718 -1.389  0.285
H: 0.190 9.295 -3.838  0.281
H: 1.230 10.084 -5.021  0.348
H: 1.573 10.216 -1.975  0.333
H: 1.014 11.524 -3.023  0.411
H: 2.684 10.930 -3.139  0.270
O: -2.887 -5.718 5.979  -0.770
P: -3.712 -4.677 6.621  1.077
O: -4.928 -5.414 7.396  -0.335
C: -4.626 -6.253 8.511  -0.332
C: -4.179 -5.464 9.730  -0.909
O: -4.526 -4.002 5.393  -0.401
C: -4.229 -4.336 4.034  -0.198
C: -5.081 -5.495 3.553  -1.074
O: -3.736 -3.288 7.464  -0.304
C: -2.482 -2.614 7.710  -0.223
C: -1.762 -2.252 6.425  -1.139
H: -3.868 -6.988 8.226  0.278
H: -5.542 -6.796 8.740  0.322
H: -3.192 -5.020 9.571  0.187
H: -4.113 -6.112 10.604  0.410
H: -4.872 -4.650 9.941  0.254
H: -3.166 -4.544 3.914  0.214
H: -4.447 -3.453 3.432  0.391
H: -5.098 -6.317 4.268  0.301
H: -4.715 -5.872 2.597  0.290
H: -6.114 -5.168 3.421  0.315
H: -1.847 -3.247 8.337  0.281
H: -2.716 -1.717 8.279  0.351
H: -1.461 -3.148 5.872  0.326
H: -0.863 -1.675 6.642  0.422
H: -2.412 -1.669 5.773  0.273

Summary:
E_HOMO ... -5.504 eV
Net charge ... -1
Lowest unoccupied orbital energy ... 1.662 eV
Orbital gap ... 0.2634 Ha

=====

no.,maximum force (eV/A),E (eV)
1,3.0,-152274.85722
2,5.9,-117800.03982